75
Properties=species:S:1:pos:R:3:forces:R:3:mulliken_charge:R:1 method="wB97M-V/def2-TZVPD" spin_multiplicity=2 total_charge=-1 e_above_lowest_kj_mol=0.0 homo_ev="-4.80 / -4.81"
Ce -0.24903 -0.37091 0.38509 0.4 0.2 0.3 0.07
S 0.67227 -1.09578 3.13651 -0.1 0.2 0.0 -0.28
C -0.29350 -2.48500 3.53294 0.0 -0.1 0.1 0.74
C -0.76728 -2.62079 4.85142 0.0 0.0 0.0 -0.88
C -1.53241 -3.69737 5.25003 0.0 -0.1 0.0 -0.51
C -1.86062 -4.70532 4.34808 0.0 0.0 0.1 -0.64
C -1.40780 -4.60581 3.04636 0.0 0.0 0.0 -0.44
C -0.63475 -3.51884 2.63941 0.0 -0.1 -0.1 0.02
S -0.21069 -3.47716 0.90750 0.2 0.3 0.3 -0.14
C 1.57047 -3.90574 0.91502 -0.5 0.2 -0.1 -0.77
C 2.53180 -2.83990 1.35306 0.1 0.0 0.0 0.45
C 3.49654 -3.15176 2.30071 0.0 0.0 0.0 -1.06
C 4.41006 -2.18243 2.67294 0.0 0.0 0.0 -0.65
C 4.35671 -0.94968 2.05257 0.0 0.0 0.0 -0.85
C 3.38667 -0.72893 1.08036 0.0 -0.1 0.1 0.25
C 3.35462 0.55791 0.32751 -0.2 0.3 0.1 -0.99
S 2.15856 1.80041 1.00353 0.2 -0.3 -0.2 -0.18
C 2.36083 2.89015 -0.39713 -0.1 -0.2 0.1 0.32
C 3.21355 3.98202 -0.26339 0.0 0.1 0.0 -0.50
C 3.50406 4.78036 -1.35385 0.1 0.1 0.0 -0.58
C 2.92678 4.47887 -2.58611 0.0 0.0 0.0 -0.54
C 2.07758 3.40134 -2.71907 0.0 -0.1 0.1 -0.92
C 1.77844 2.55466 -1.63248 -0.1 0.2 0.1 0.65
S 0.76770 1.17474 -1.89275 0.1 -0.1 -0.3 -0.41
N 2.47284 -1.64583 0.75489 0.2 0.0 -0.1 0.68
H -0.52853 -1.82849 5.54856 0.0 0.0 0.0 0.47
H -1.88827 -3.75350 6.27206 0.0 0.0 0.0 0.36
H -2.46611 -5.54787 4.65624 0.0 0.0 0.0 0.37
H -1.65835 -5.36470 2.31522 0.0 0.0 0.0 0.43
H 1.76870 -4.16799 -0.12623 0.1 -0.1 0.0 0.35
H 1.67588 -4.79291 1.53549 0.1 -0.1 -0.1 0.59
H 3.50680 -4.13128 2.75933 0.0 0.0 0.0 0.44
H 5.15545 -2.38924 3.43029 0.0 0.0 0.0 0.41
H 5.05394 -0.16085 2.30165 0.0 0.0 0.0 0.51
H 3.02213 0.39274 -0.69800 0.1 -0.1 0.0 0.30
H 4.32681 1.04627 0.33906 0.0 0.0 0.0 0.74
H 3.64074 4.20181 0.70789 0.0 0.0 0.0 0.44
H 4.17892 5.62127 -1.25643 0.0 0.0 0.0 0.36
H 3.14719 5.09781 -3.44806 0.0 0.0 0.0 0.36
H 1.61792 3.16378 -3.66987 0.1 0.0 0.0 0.48
O -5.22376 -2.47266 -4.77026 0.1 0.1 -0.2 -0.74
C -5.31775 -1.37450 -4.19602 -0.1 -0.3 0.8 0.38
O -6.20750 -0.50905 -4.19272 0.1 0.1 -0.2 -0.74
C -4.13948 -1.07676 -3.20460 0.0 0.0 -0.5 -1.04
C -3.03212 -1.90501 -3.18511 0.1 0.0 0.1 -1.07
C -1.95753 -1.59212 -2.36345 -0.4 0.1 0.0 0.85
N -1.98583 -0.52948 -1.54592 0.1 -0.1 -0.1 0.66
C -3.03430 0.30379 -1.59125 0.0 -0.2 -0.1 0.79
C -4.12512 0.05741 -2.41549 0.0 0.0 0.1 -0.95
C -2.92206 1.54716 -0.78818 0.0 0.2 0.1 0.54
C -3.89021 2.54613 -0.83723 0.0 0.0 0.0 -0.75
C -3.70618 3.70538 -0.10518 0.0 0.0 0.0 -0.69
C -2.55710 3.85322 0.65134 0.0 0.0 -0.1 -0.89
C -1.64285 2.81670 0.64251 0.1 0.0 0.0 -0.41
N -1.81460 1.69623 -0.05116 -0.2 -0.1 0.1 0.79
C -0.66523 -2.31442 -2.48236 0.2 -0.2 -0.1 0.53
C -0.51470 -3.37050 -3.38363 0.0 0.0 0.0 -0.85
C 0.74129 -3.88705 -3.62707 0.0 0.0 0.0 -0.79
C 1.83388 -3.31232 -2.99545 -0.1 0.0 0.0 -0.92
C 1.59668 -2.29955 -2.08616 0.2 0.0 0.0 -0.30
N 0.38200 -1.84099 -1.79150 -0.3 -0.1 -0.1 0.97
H -3.06158 -2.75517 -3.85013 0.0 0.0 0.0 0.64
H -4.97869 0.71549 -2.49514 0.0 0.0 0.0 0.68
H -4.77418 2.42866 -1.44491 0.0 0.0 0.0 0.48
H -4.45483 4.48672 -0.12765 0.0 0.0 0.0 0.42
H -2.37271 4.73920 1.24190 0.0 0.0 0.0 0.43
H -0.72836 2.88218 1.22118 0.0 0.0 0.0 0.47
H -1.36991 -3.76846 -3.90627 0.0 0.0 0.0 0.49
H 0.87012 -4.70824 -4.32034 0.0 0.0 0.0 0.43
H 2.84370 -3.64097 -3.19827 0.0 0.0 0.0 0.49
H 2.41757 -1.83542 -1.55998 0.0 0.0 0.0 0.12
I -2.57578 0.70207 3.24580 -0.1 -0.2 -0.2 -0.14
C -2.51455 -0.77979 1.59508 -0.1 0.1 0.2 -1.19
H -3.46726 -0.57290 1.09787 0.1 0.1 -0.1 0.43
H -2.67445 -1.71258 2.14527 0.1 0.0 0.0 0.46